{
  "formula": "C54H135O36P9",
  "method": "ωB97M-V with the def2-TZVPD basis set",
  "homo_energy_ev": -10.35,
  "homo_lumo_gap_ev": 10.3783,
  "de_lowest_ev": 11.190,
  "smiles": "CCOP(=O)(OCC)OCC.CCOP(=O)(OCC)OCC.CCOP(=O)(OCC)OCC.CCOP(=O)(OCC)OCC.CCOP(=O)(OCC)OCC.CCOP(=O)(OCC)OCC.CCOP(=O)(OCC)OCC.CCOP(=O)(OCC)OCC.CCOP(=O)(OCC)OCC",
  "total_charge": 0,
  "elements": ["C", "C", "O", "P", "O", "O", "C", "C", "O", "C", "C", "H", "H", "H", "H", "H", "H", "H", "H", "H", "H", "H", "H", "H", "H", "H", "C", "C", "O", "P", "O", "O", "C", "C", "O", "C", "C", "H", "H", "H", "H", "H", "H", "H", "H", "H", "H", "H", "H", "H", "H", "H", "C", "C", "O", "P", "O", "O", "C", "C", "O", "C", "C", "H", "H", "H", "H", "H", "H", "H", "H", "H", "H", "H", "H", "H", "H", "H", "C", "C", "O", "P", "O", "O", "C", "C", "O", "C", "C", "H", "H", "H", "H", "H", "H", "H", "H", "H", "H", "H", "H", "H", "H", "H", "C", "C", "O", "P", "O", "O", "C", "C", "O", "C", "C", "H", "H", "H", "H", "H", "H", "H", "H", "H", "H", "H", "H", "H", "H", "H", "C", "C", "O", "P", "O", "O", "C", "C", "O", "C", "C", "H", "H", "H", "H", "H", "H", "H", "H", "H", "H", "H", "H", "H", "H", "H", "C", "C", "O", "P", "O", "O", "C", "C", "O", "C", "C", "H", "H", "H", "H", "H", "H", "H", "H", "H", "H", "H", "H", "H", "H", "H", "C", "C", "O", "P", "O", "O", "C", "C", "O", "C", "C", "H", "H", "H", "H", "H", "H", "H", "H", "H", "H", "H", "H", "H", "H", "H", "C", "C", "O", "P", "O", "O", "C", "C", "O", "C", "C", "H", "H", "H", "H", "H", "H", "H", "H", "H", "H", "H", "H", "H", "H", "H"],
  "positions_angstrom": [[-17.58852, -22.86018, -22.90287], [-18.32633, -22.10506, -23.96169], [-19.67291, -21.82128, -23.55264], [-20.52847, -20.85957, -24.49553], [-20.38988, -21.10895, -25.94388], [-20.14924, -19.40733, -24.04882], [-20.43871, -18.18677, -24.68543], [-19.21790, -17.43799, -25.22113], [-21.97340, -21.01155, -23.91769], [-22.27195, -20.84103, -22.59069], [-23.70509, -20.46850, -22.38915], [-16.74960, -23.40479, -23.33613], [-17.15347, -22.16018, -22.18955], [-18.24205, -23.58042, -22.41068], [-17.69926, -21.26722, -24.26649], [-18.45559, -22.59431, -24.92710], [-21.11298, -18.25228, -25.53934], [-20.95656, -17.44515, -24.07721], [-18.96932, -17.78849, -26.22286], [-19.23065, -16.35424, -25.33699], [-18.25414, -17.53358, -24.72100], [-21.87599, -21.66688, -21.99968], [-21.61861, -20.02772, -22.27480], [-23.89412, -20.36869, -21.32032], [-24.00091, -19.54577, -22.88832], [-24.35312, -21.25020, -22.78552], [-25.41782, -14.50361, -24.37917], [-25.11326, -12.97718, -24.42946], [-25.86255, -12.14528, -25.29342], [-25.43187, -10.47876, -25.25772], [-23.95605, -10.09924, -24.93916], [-25.99054, -9.86097, -26.72658], [-27.29674, -9.28298, -26.80537], [-28.23072, -9.79340, -28.03146], [-26.28222, -9.94382, -24.01785], [-26.09715, -10.30499, -22.67962], [-26.28366, -9.14133, -21.76084], [-25.11611, -15.09821, -23.51689], [-26.47896, -14.64904, -24.58146], [-24.84995, -14.86000, -25.23860], [-25.37245, -12.65133, -23.42211], [-24.05098, -12.76801, -24.55562], [-27.67654, -9.65035, -25.85202], [-27.24716, -8.19411, -26.80975], [-29.11356, -9.16301, -27.92520], [-27.72679, -9.35956, -28.89514], [-28.43132, -10.86476, -28.02329], [-26.78575, -11.12814, -22.48895], [-25.10788, -10.74639, -22.55882], [-26.14951, -9.44647, -20.72306], [-25.53491, -8.45341, -22.15356], [-27.18909, -8.61743, -22.06714], [-22.42687, -2.98996, -23.88078], [-23.34173, -4.12368, -24.15472], [-24.74521, -3.93219, -23.85801], [-25.64122, -3.07717, -24.89120], [-25.83097, -1.67110, -24.46152], [-24.76069, -3.28588, -26.31351], [-25.14569, -2.50718, -27.46174], [-24.28554, -3.06528, -28.60366], [-26.98877, -3.86563, -25.07553], [-27.96498, -3.91970, -24.02233], [-28.78416, -5.16641, -24.14484], [-22.55983, -2.65447, -22.85226], [-21.37325, -3.25663, -23.96374], [-22.70839, -2.10826, -24.45650], [-23.10238, -4.55469, -25.12686], [-23.09449, -4.91180, -23.44349], [-26.20594, -2.64907, -27.67112], [-24.96962, -1.44509, -27.29125], [-24.07702, -2.23985, -29.28430], [-23.36990, -3.41015, -28.12328], [-24.63837, -4.06026, -28.87501], [-27.36510, -3.99842, -23.11567], [-28.57531, -3.01682, -24.00243], [-29.69249, -4.97980, -24.71773], [-28.28622, -6.05995, -24.52135], [-29.26021, -5.55862, -23.24615], [-28.96284, -14.31224, -33.76862], [-28.03186, -14.59118, -32.55164], [-27.45696, -13.35310, -32.02569], [-25.76672, -13.24295, -32.20921], [-25.22848, -13.61139, -33.60895], [-25.48962, -11.70011, -31.76561], [-25.87827, -10.72276, -32.70943], [-24.77765, -9.69489, -32.69224], [-25.27099, -14.07360, -30.92707], [-23.99120, -14.72366, -30.90100], [-23.22885, -14.07746, -29.76020], [-28.38889, -13.99565, -34.63952], [-29.63940, -15.14908, -33.94204], [-29.68585, -13.57523, -33.41910], [-28.67111, -15.06898, -31.80922], [-27.45865, -15.38836, -33.02495], [-26.05484, -11.02928, -33.74043], [-26.77317, -10.17912, -32.40657], [-25.34885, -8.78386, -32.51375], [-24.13282, -9.87311, -31.83170], [-24.26646, -9.58651, -33.64881], [-24.16754, -15.77202, -30.66029], [-23.34131, -14.51919, -31.75185], [-22.16328, -14.23559, -29.92652], [-23.28976, -13.05113, -29.39819], [-23.32558, -14.68388, -28.85964], [-11.96452, -10.90712, -23.10038], [-13.38245, -11.38591, -23.01420], [-13.83730, -11.61387, -24.36591], [-15.26725, -12.45884, -24.50631], [-15.32225, -13.53999, -23.54211], [-15.37508, -12.93575, -26.10432], [-14.17313, -13.41671, -26.64475], [-13.35855, -12.39020, -27.46138], [-16.38716, -11.25814, -24.38630], [-17.39972, -11.32686, -23.38795], [-18.45730, -12.36966, -23.68162], [-11.33177, -10.81691, -22.21744], [-11.34469, -11.49832, -23.77447], [-12.04238, -9.86443, -23.40833], [-13.29828, -12.21395, -22.31039], [-14.13921, -10.69310, -22.64618], [-13.47976, -13.61009, -25.82626], [-14.37449, -14.28896, -27.26663], [-12.68926, -11.75234, -26.88407], [-12.77062, -12.92171, -28.20967], [-14.04042, -11.72108, -27.98621], [-16.80201, -11.53031, -22.49943], [-17.81067, -10.39213, -23.00651], [-19.35221, -12.40894, -23.06057], [-18.86651, -12.41084, -24.69105], [-17.89819, -13.30325, -23.61907], [-31.95556, -2.74765, -29.28839], [-32.86385, -3.92346, -29.33913], [-34.17876, -3.52262, -29.51540], [-34.79865, -3.42468, -31.05270], [-34.77047, -4.65404, -31.84980], [-36.29449, -2.82436, -30.92266], [-36.35164, -1.55789, -30.20686], [-37.60984, -1.28228, -29.35128], [-33.98582, -2.15073, -31.70047], [-33.55803, -1.79351, -32.98788], [-32.49829, -2.81306, -33.60136], [-32.49505, -1.95436, -28.77094], [-31.06471, -2.94563, -28.69233], [-31.50662, -2.43355, -30.23068], [-32.61512, -4.61614, -30.14314], [-32.87349, -4.48404, -28.40438], [-35.62729, -1.42882, -29.40265], [-35.94632, -0.85877, -30.93834], [-38.42968, -1.23370, -30.06794], [-37.77415, -2.18566, -28.76391], [-37.51604, -0.30914, -28.86931], [-34.54310, -1.70340, -33.44573], [-33.09581, -0.80662, -33.00995], [-32.13427, -2.60349, -34.60717], [-31.51833, -2.80125, -33.12424], [-32.72911, -3.85102, -33.36163], [-29.67126, -25.10154, -28.82514], [-29.11384, -23.87664, -29.46420], [-30.16483, -22.99265, -29.72460], [-30.49973, -21.72994, -28.70867], [-30.24684, -22.00470, -27.28194], [-29.58814, -20.48674, -29.21088], [-29.04701, -19.52941, -28.38000], [-30.06780, -18.62105, -27.61089], [-32.02881, -21.43074, -29.16666], [-33.02250, -21.21367, -28.20653], [-33.65489, -22.66631, -27.89419], [-30.31879, -25.74507, -29.42069], [-28.93250, -25.89758, -28.73214], [-29.97319, -25.03801, -27.77972], [-28.43331, -23.42279, -28.74378], [-28.50489, -24.20126, -30.30795], [-28.38506, -20.17925, -27.80762], [-28.24851, -18.91478, -28.79560], [-29.59772, -17.95954, -26.88320], [-30.53587, -18.08335, -28.43545], [-30.70757, -19.30830, -27.05729], [-32.60105, -20.69943, -27.34279], [-33.74744, -20.48951, -28.57822], [-34.68595, -22.51329, -27.57545], [-33.60899, -23.25513, -28.81032], [-33.11186, -23.04715, -27.02921], [-19.44871, -14.97147, -15.44830], [-19.60117, -13.41247, -15.14742], [-20.19011, -12.93100, -16.37993], [-19.44920, -12.72569, -17.84170], [-18.09693, -13.20890, -17.77881], [-20.58085, -13.28396, -18.99492], [-20.88287, -14.60537, -19.13463], [-22.37696, -14.86320, -18.91311], [-19.68829, -11.15023, -18.16554], [-19.05812, -10.18324, -17.38122], [-19.82658, -8.95370, -17.97906], [-20.08852, -15.50440, -16.15167], [-18.42652, -15.15132, -15.78127], [-19.47158, -15.47369, -14.48117], [-20.28366, -13.21192, -14.32153], [-18.63043, -12.94773, -14.97485], [-20.59324, -14.91709, -20.13815], [-20.15142, -15.19681, -18.58392], [-23.06035, -14.03200, -19.08679], [-22.83975, -15.72218, -19.39899], [-22.41982, -15.12289, -17.85537], [-19.34202, -10.32548, -16.33851], [-17.98459, -10.29454, -17.53369], [-19.58162, -7.96852, -17.58216], [-19.79600, -9.06676, -19.06275], [-20.89117, -8.81796, -17.78845], [-23.46088, -10.37109, -14.26107], [-23.37687, -10.88247, -12.79976], [-23.94077, -9.98461, -11.78165], [-23.14863, -9.86668, -10.37117], [-24.08569, -9.41969, -9.34128], [-21.88140, -8.89187, -10.74313], [-21.93397, -7.46995, -10.77871], [-20.68442, -6.96471, -9.90595], [-22.50689, -11.36521, -10.09763], [-21.75520, -11.57419, -8.84587], [-22.56667, -12.52871, -7.94701], [-22.81472, -9.50232, -14.38680], [-23.29664, -11.11570, -15.03998], [-24.47538, -10.03858, -14.48087], [-24.00764, -11.76925, -12.73771], [-22.41234, -11.34209, -12.58403], [-21.80012, -7.38428, -11.85706], [-22.79096, -6.88229, -10.44958], [-19.72514, -7.31228, -10.28945], [-20.69715, -5.88191, -10.03039], [-20.96462, -7.24593, -8.89082], [-20.80581, -12.09929, -8.95086], [-21.59227, -10.63762, -8.31260], [-21.91391, -12.80177, -7.11789], [-23.39419, -11.94989, -7.53680], [-22.82171, -13.47239, -8.42921]],
  "forces_ev_per_a": [[0.089, -0.272, 0.187], [0.298, -0.416, -1.509], [-0.105, 1.292, 0.257], [0.166, -0.596, -1.562], [-0.249, 0.125, 1.060], [0.862, 0.827, 0.850], [0.031, 2.180, -1.153], [1.634, -0.380, -1.001], [-0.461, -1.233, -2.441], [1.158, 1.332, 1.851], [-0.558, -0.528, 0.129], [-0.046, -0.022, -0.133], [-0.230, -0.130, 0.254], [0.079, 0.054, 0.106], [-0.543, 0.858, 0.427], [0.252, -0.759, 0.191], [-0.062, -0.856, -0.038], [-0.094, -0.714, 1.061], [-0.135, -0.205, -0.160], [-1.097, 0.095, 0.245], [-0.276, -0.604, 0.777], [-0.660, -0.501, -0.006], [-0.201, 0.466, 0.533], [-0.098, 0.027, -0.006], [0.326, 0.069, -0.009], [-0.076, -0.084, 0.094], [0.019, 1.019, -2.478], [0.527, -0.248, 3.050], [0.222, 2.453, -1.482], [3.542, -0.068, 0.207], [-4.122, -1.844, -1.689], [1.703, -1.360, 2.335], [-1.894, -1.722, 0.239], [2.024, 1.924, 1.828], [-1.120, 0.957, -2.537], [0.276, -1.981, 0.855], [0.387, 0.580, -1.703], [0.113, 0.777, 0.256], [-0.006, -0.160, 0.092], [-0.293, -0.758, -0.083], [0.296, 0.200, 0.236], [0.038, -0.228, -0.148], [-1.305, 0.776, -0.202], [0.231, -0.078, -0.085], [-0.363, -0.427, 0.099], [-0.058, -0.824, -0.466], [0.153, 0.285, -0.202], [-0.307, 0.019, 0.214], [0.239, 0.257, 0.062], [-0.237, 0.440, -0.115], [0.476, 0.299, 0.863], [-0.513, -0.273, 0.834], [-0.535, 1.561, 0.887], [0.792, -1.989, 0.906], [-0.271, 0.578, -1.652], [1.925, 1.346, -0.580], [0.074, -1.062, -0.595], [-2.106, 0.223, 2.468], [0.241, -0.537, -0.444], [0.177, -0.008, 1.781], [0.063, -0.386, -1.034], [0.930, -0.427, 1.151], [-1.605, -0.863, -0.367], [-0.012, -0.077, 0.216], [-0.149, -0.076, -0.446], [0.412, -0.027, -0.411], [-0.842, 0.158, -0.226], [0.089, -0.153, -0.010], [-0.107, 0.029, 0.074], [0.118, -0.045, 0.155], [-0.139, -0.807, -0.688], [0.539, 0.727, -0.006], [-0.612, 0.525, -1.115], [-0.283, 0.329, 0.350], [0.186, -0.007, -0.100], [0.227, -0.056, -0.702], [0.393, 0.407, -0.360], [0.489, 0.597, 0.743], [-0.384, 0.840, 1.564], [-1.894, -0.221, -1.650], [2.863, -1.193, -1.001], [-0.988, -0.334, -1.938], [-1.443, 0.793, 4.020], [-0.921, -2.818, -0.395], [0.181, 1.420, -0.558], [-0.570, 1.061, -0.113], [-0.735, 0.460, -1.863], [0.610, 1.668, 1.152], [1.712, -1.369, 1.754], [-0.298, -0.033, 0.015], [0.577, -0.473, -0.326], [0.166, 0.662, -0.454], [0.378, 0.336, 0.495], [1.562, 0.403, 0.958], [0.074, -0.881, 0.226], [-0.345, -0.738, 0.441], [0.723, 0.587, -0.017], [0.200, 0.117, -0.325], [0.319, -0.186, 0.289], [0.161, 0.062, -0.524], [-0.892, -0.500, -0.706], [0.255, 0.140, -0.388], [-0.794, 0.152, -0.912], [-0.531, 0.052, 0.287], [0.555, 1.962, -0.441], [0.118, -0.270, 0.701], [-1.498, -1.810, -0.721], [0.447, 2.096, -1.630], [-0.462, -0.537, 0.493], [-0.562, 1.915, 2.708], [2.338, 0.442, -0.255], [-0.826, 0.183, -0.457], [1.034, -0.840, -1.370], [0.023, -0.327, 1.881], [0.415, -1.076, -0.441], [-0.739, -0.491, 0.666], [-0.416, 0.042, -0.352], [0.565, 0.030, -0.717], [-1.049, -0.829, -0.667], [0.590, 0.391, 0.621], [-0.153, -1.046, 0.049], [-0.154, -0.023, 0.329], [-0.143, -0.232, 0.284], [0.051, 0.002, 0.012], [-0.034, -0.006, -0.195], [-0.493, -1.034, 0.488], [0.041, 0.785, -1.523], [0.426, 0.281, 0.525], [0.306, 0.792, -0.282], [-0.403, -0.421, 0.303], [1.231, 0.554, 0.599], [0.951, -1.241, -0.277], [-3.335, 1.089, -2.491], [0.528, 1.044, -0.433], [0.197, 0.354, 0.467], [1.136, -0.339, 1.617], [0.987, 1.000, 1.092], [-0.224, -0.775, -3.025], [0.278, -1.091, 3.121], [0.384, -1.408, -1.463], [-0.045, 0.302, 1.077], [0.170, 0.300, -0.291], [-0.051, -0.279, 0.326], [-0.714, 0.180, -0.224], [0.311, -0.211, 0.042], [0.211, 0.029, 0.039], [0.908, -1.047, -0.222], [-1.116, 0.682, -0.011], [-0.504, 0.172, 0.302], [0.060, 0.498, 0.573], [0.064, -0.430, 0.373], [0.540, -0.151, -1.487], [-0.122, 0.055, 0.642], [-1.041, -0.182, -0.394], [0.006, 0.928, 0.917], [-0.803, -0.030, -0.864], [0.536, -2.486, 0.675], [0.842, -0.793, 1.635], [-1.347, 3.019, 0.015], [0.393, -0.768, -0.744], [-0.454, 0.053, -0.529], [-2.237, -1.444, -2.612], [1.826, 0.419, 3.032], [1.077, -1.663, -1.003], [2.794, 0.100, -0.795], [-1.290, -1.474, 1.048], [0.265, 2.727, 0.477], [-0.974, 0.924, -0.194], [1.112, 0.322, 0.034], [-0.638, 0.615, -0.266], [0.235, 0.088, -0.042], [-0.487, 0.724, -0.621], [-0.218, 0.505, 1.581], [-0.640, 0.146, -1.384], [0.168, 0.039, -0.317], [-0.579, 0.244, 0.530], [-0.446, 0.326, -0.136], [0.027, -0.484, 0.375], [-0.068, -0.339, -0.554], [-0.110, -0.205, -0.107], [0.102, -0.082, 0.315], [0.115, -0.507, -0.413], [1.547, 0.684, 1.960], [-0.156, -2.526, -2.420], [-0.267, 1.403, -1.476], [-4.498, 1.068, 0.397], [1.518, -0.702, -0.579], [2.660, 3.746, 2.608], [0.013, -2.145, -1.717], [0.165, -0.709, 1.520], [-0.372, -4.037, -0.642], [-1.795, 1.567, -0.131], [0.623, 0.840, 0.471], [-0.526, 0.788, 0.150], [0.008, 0.148, -0.277], [-0.275, -0.338, 0.037], [-0.112, 0.128, -0.333], [-0.042, -0.082, 0.026], [-0.203, 0.270, -0.514], [-0.636, -0.471, 0.812], [0.570, 0.313, -0.107], [0.602, -0.104, -0.429], [-0.602, 0.230, 0.263], [0.294, -0.001, 0.217], [0.050, 0.800, 0.087], [1.232, 0.086, -0.462], [0.496, 0.568, 0.029], [-0.320, -1.509, 0.513], [-0.521, 0.872, 1.041], [-1.081, -1.345, -1.022], [1.858, -0.852, -0.005], [0.139, -0.284, -0.810], [0.603, 0.295, 0.140], [-1.779, -2.505, 1.685], [2.782, 0.594, -0.237], [-2.151, 0.100, -1.705], [0.542, 1.930, -0.171], [-1.157, -1.064, 0.628], [0.534, 0.995, 0.158], [0.145, -0.115, -0.241], [0.583, -0.272, 0.446], [-0.132, 0.194, 0.282], [-0.321, -0.010, -0.056], [0.390, 0.949, 0.400], [0.102, 1.268, 0.044], [-0.522, -0.967, 0.168], [-0.212, -0.395, 0.329], [0.117, 0.143, 0.385], [0.639, 0.044, 0.060], [0.143, 0.509, -1.156], [-0.004, 0.082, -0.241], [0.037, 0.054, 0.198], [-0.379, -0.566, -0.133], [-0.330, 0.333, -0.213]]
}